Density functional theory data (ωB97M-V with the def2-TZVPD basis set) for a cluster of 8 separate species, C28H64NO9S7 in total.

```
109
C28H64NO9S7, DFT ωB97M-V with the def2-TZVPD basis set
C 1.860 -4.542 0.894
C 0.811 -5.250 0.021
C 0.543 -4.475 -1.291
C -0.919 -4.017 -1.474
C -1.196 -2.568 -1.064
C -1.243 -1.564 -2.245
C 0.165 -1.261 -2.642
C 0.814 -2.038 -3.589
C 2.143 -1.815 -3.913
C 2.939 -2.643 -4.885
C 2.275 -2.899 -6.241
C 1.052 -3.773 -6.268
O 0.177 -3.636 -7.076
O 1.011 -4.750 -5.325
C 2.790 -0.757 -3.252
C 2.115 0.004 -2.348
N 0.824 -0.254 -2.057
H 1.390 -3.705 1.416
H 2.290 -5.220 1.627
H 2.660 -4.123 0.282
H -0.112 -5.385 0.579
H 1.244 -6.212 -0.255
H 0.818 -5.089 -2.151
H 1.223 -3.620 -1.331
H -1.223 -4.187 -2.513
H -1.557 -4.672 -0.880
H -2.090 -2.486 -0.453
H -0.378 -2.245 -0.411
H -1.752 -2.030 -3.085
H -1.754 -0.654 -1.931
H 0.263 -2.843 -4.042
H 3.154 -3.595 -4.400
H 3.890 -2.141 -5.034
H 2.082 -1.975 -6.779
H 3.017 -3.436 -6.843
H 0.075 -4.912 -5.136
H 3.829 -0.526 -3.435
H 2.566 0.835 -1.826
H 0.332 0.324 -1.365
C 1.302 1.765 2.095
S -0.247 0.926 1.801
O -0.557 1.067 0.334
C -1.293 2.098 2.655
H 2.093 1.205 1.598
H 1.253 2.777 1.692
H 1.506 1.791 3.166
H -1.168 3.085 2.207
H -1.010 2.115 3.707
H -2.328 1.770 2.549
C -5.664 -3.707 2.147
S -4.121 -2.814 1.940
O -3.190 -3.710 1.196
C -3.635 -2.873 3.666
H -6.116 -3.822 1.165
H -5.463 -4.687 2.580
H -6.328 -3.131 2.791
H -3.570 -3.911 3.990
H -4.365 -2.327 4.264
H -2.661 -2.395 3.753
C -5.134 0.863 -1.106
S -3.819 1.418 -0.015
O -4.386 1.487 1.362
C -3.756 3.092 -0.656
H -5.365 -0.169 -0.846
H -6.015 1.491 -0.963
H -4.790 0.915 -2.139
H -4.734 3.565 -0.556
H -3.453 3.066 -1.703
H -3.016 3.646 -0.080
C 6.835 -3.567 -6.636
S 6.319 -4.767 -5.403
O 5.503 -4.026 -4.395
C 7.941 -5.013 -4.679
H 5.950 -3.246 -7.182
H 7.298 -2.712 -6.143
H 7.535 -4.037 -7.326
H 8.327 -4.059 -4.318
H 8.609 -5.441 -5.426
H 7.831 -5.705 -3.847
C 5.610 1.214 4.726
S 4.228 1.953 5.605
O 3.080 1.971 4.654
C 4.898 3.614 5.662
H 5.373 0.167 4.551
H 5.753 1.726 3.774
H 6.508 1.288 5.339
H 5.092 3.963 4.646
H 5.819 3.607 6.246
H 4.158 4.255 6.138
C -6.932 6.800 -0.678
S -7.549 5.458 0.345
O -7.085 4.187 -0.276
C -9.277 5.658 -0.097
H -5.849 6.821 -0.580
H -7.207 6.622 -1.717
H -7.349 7.744 -0.326
H -9.391 5.557 -1.177
H -9.623 6.636 0.236
H -9.841 4.878 0.409
C 2.217 7.569 6.343
S 1.573 6.226 7.349
O 2.060 4.958 6.740
C -0.140 6.415 6.848
H 3.297 7.595 6.478
H 1.978 7.386 5.296
H 1.785 8.512 6.678
H -0.217 6.310 5.766
H -0.505 7.390 7.168
H -0.715 5.631 7.337
```

The value obtained for the HOMO energy is -10.212 eV. The energy above the lowest of the compared OMol25 structures with the same formula, charge and spin is 0.0 kJ/mol. The spin multiplicity is 1. Its strongest force on any atom is 0.0213 Eh/bohr. The value obtained for the lowest unoccupied orbital energy is -2.6 eV. Its total charge is +1. As for the energy: -125828.96826 eV.


Density functional theory data (ωB97M-V with the def2-TZVPD basis set) for an isolated molecule of C3H4IPS.

```
10
C3H4IPS, DFT ωB97M-V with the def2-TZVPD basis set
C 0.604 -2.256 1.249
C 0.565 -1.303 0.456
P -0.057 -0.292 -0.900
C 0.951 1.244 -0.654
S -2.152 -0.111 -0.790
I -4.629 0.797 0.413
H 1.030 -2.960 1.910
H 0.453 2.164 -0.859
H 1.263 1.518 0.460
H 1.972 1.199 -1.286
```

The value obtained for the HOMO energy is -9.061 eV. The energy above the lowest of the compared OMol25 structures with the same formula, charge and spin is 200.8 kJ/mol. The spin multiplicity is 1. Its strongest force on any atom is 0.0714 Eh/bohr. The value obtained for the lowest unoccupied orbital energy is -3.0 eV. As for the energy: -31396.73590 eV. The SMILES is C#CP(C)SI.


Density functional theory data (ωB97M-V with the def2-TZVPD basis set) for a cluster of 2 separate species, C3H4N2O2 in total.

```
11
C3H4N2O2, DFT ωB97M-V with the def2-TZVPD basis set
C -1.727 1.037 0.000
N -0.787 0.689 -1.070
N -0.266 1.233 -0.092
H -2.288 1.966 -0.064
H -2.078 0.289 0.556
O 2.552 0.770 0.413
C 1.783 -0.111 0.413
C 1.099 -1.240 0.404
O 0.112 -1.707 -0.464
H 1.593 -1.833 1.103
H 0.007 -1.094 -1.198
```

The value obtained for the HOMO energy is -8.398 eV. The energy above the lowest of the compared OMol25 structures with the same formula, charge and spin is 590.4 kJ/mol. The spin multiplicity is 1. Its strongest force on any atom is 0.0792 Eh/bohr. The value obtained for the lowest unoccupied orbital energy is 0.1 eV. As for the energy: -10246.14560 eV. The SMILES is C1N=N1.O=C=CO.


Density functional theory data (ωB97M-V with the def2-TZVPD basis set) for an isolated molecule of C9H13N3O3.

```
28
C9H13N3O3, DFT ωB97M-V with the def2-TZVPD basis set
C 0.265 -2.931 0.353
N -0.629 -2.056 -0.233
C -0.285 -1.824 -1.607
N -0.770 -0.899 0.578
C -1.975 -0.039 0.259
C -1.798 1.149 1.159
C -0.358 1.616 0.998
C -0.208 2.483 -0.243
N 0.645 3.503 -0.198
O -0.748 2.126 -1.261
C 0.476 0.344 0.578
C 1.704 0.200 0.227
O 2.845 0.987 -0.036
C 2.953 -0.330 -0.209
O 3.736 -1.215 -0.375
H 0.345 -3.804 -0.198
H 1.240 -2.478 0.463
H -0.014 -3.108 1.407
H 0.586 -1.139 -1.662
H 0.128 -2.645 -2.086
H -1.138 -1.493 -2.138
H -2.800 -0.677 0.475
H -1.947 0.207 -0.810
H -2.508 1.826 0.841
H -1.948 0.814 2.149
H 0.095 2.063 1.893
H 1.002 3.617 0.733
H 1.105 3.705 -1.058
```

The value obtained for the HOMO energy is -8.477 eV. The energy above the lowest of the compared OMol25 structures with the same formula, charge and spin is 572.2 kJ/mol. The spin multiplicity is 1. Its strongest force on any atom is 0.0958 Eh/bohr. The value obtained for the lowest unoccupied orbital energy is 0.6 eV. As for the energy: -20151.76093 eV. The SMILES is CN(C)N1CC[C@H](C(N)=O)/C1=C1\OC1=O.


Density functional theory data (ωB97M-V with the def2-TZVPD basis set) for a structure of composition C41H38BCaN13OS6.

```
101
C41H38BCaN13OS6, DFT ωB97M-V with the def2-TZVPD basis set
Ca -0.116 0.437 -0.258
N 4.711 0.301 0.940
C 5.017 0.214 2.295
C 6.341 0.368 2.793
C 6.535 0.379 4.164
C 5.476 0.164 5.106
C 4.191 0.017 4.601
C 3.939 0.049 3.207
S 2.375 -0.272 2.744
N 2.318 0.230 1.138
C 3.408 0.364 0.464
C 3.357 0.584 -1.010
C 4.502 1.081 -1.711
C 4.496 1.080 -3.091
C 3.394 0.528 -3.783
C 2.303 0.116 -3.015
N 2.254 0.234 -1.680
H 5.448 0.233 0.266
H 7.174 0.467 2.087
H 7.545 0.513 4.536
H 5.668 0.056 6.176
H 3.331 -0.159 5.269
H 5.347 1.528 -1.161
H 5.348 1.497 -3.621
H 3.343 0.476 -4.861
H 1.419 -0.327 -3.481
C -3.080 2.543 -2.950
N -3.207 3.103 -1.612
C -3.340 4.472 -1.361
C -3.673 4.544 -0.070
N -3.832 3.283 0.463
B -4.412 3.003 1.886
N -3.478 2.117 2.835
C -4.002 1.436 3.927
C -3.018 0.887 4.641
N -1.842 1.233 3.976
C -0.503 0.908 4.454
C -2.139 1.980 2.846
S -0.934 2.550 1.834
C -3.459 2.381 -0.470
S -3.287 0.718 -0.286
H -2.891 3.364 -3.641
H -3.990 1.967 -3.229
H -2.205 1.879 -2.929
H -3.140 5.215 -2.120
H -3.916 5.405 0.549
H -4.543 4.035 2.499
H -5.403 2.306 1.754
H -5.070 1.398 4.047
H -2.974 0.305 5.552
H -0.581 0.391 5.427
H 0.086 1.818 4.589
H 0.000 0.228 3.741
N -0.483 -3.492 -3.424
C -1.718 -3.017 -3.855
C -2.590 -3.460 -4.827
C -3.822 -2.808 -4.923
C -4.157 -1.738 -4.072
C -3.238 -1.284 -3.120
C -1.992 -1.872 -3.013
N -0.912 -1.636 -2.161
C -0.076 -2.670 -2.381
C 1.164 -3.047 -1.631
C 2.087 -4.056 -1.963
S 3.375 -4.153 -0.797
C 2.619 -2.841 0.046
N 1.509 -2.399 -0.421
H -0.011 -4.347 -3.694
H -2.338 -4.356 -5.406
H -4.577 -3.138 -5.651
H -5.153 -1.290 -4.162
H -3.493 -0.509 -2.394
H 2.115 -4.671 -2.849
H 3.100 -2.460 0.950
O -0.169 1.940 -1.971
N 0.728 2.662 -2.607
C 0.626 2.757 -3.993
C 1.499 3.481 -4.769
C 2.580 4.136 -4.097
C 2.637 4.026 -2.730
C 1.747 3.285 -1.899
S 1.903 3.181 -0.252
H -0.210 2.183 -4.368
H 1.349 3.542 -5.844
H 3.348 4.676 -4.640
H 3.411 4.528 -2.154
N -2.597 -5.808 4.132
C -2.717 -4.453 4.375
S -3.359 -3.721 5.725
C -2.162 -3.690 3.279
C -2.620 -2.379 3.151
C -2.092 -1.573 2.164
N -1.152 -1.963 1.271
C -0.777 -3.263 1.353
C -1.207 -4.153 2.344
H -3.043 -6.437 4.784
H -2.673 -6.047 3.147
H -3.412 -1.992 3.828
H -2.426 -0.516 2.071
H -0.109 -3.620 0.570
H -0.805 -5.165 2.415
```

The value obtained for the HOMO energy is -6.483 eV. The energy above the lowest of the compared OMol25 structures with the same formula, charge and spin is 0.0 kJ/mol. The spin multiplicity is 1. Its strongest force on any atom is 0.0778 Eh/bohr. The value obtained for the lowest unoccupied orbital energy is -0.6 eV. As for the energy: -148683.69090 eV.


Density functional theory data (ωB97M-V with the def2-TZVPD basis set) for a structure of composition C13H31CaN2O8P2S4.

```
61
C13H31CaN2O8P2S4, DFT ωB97M-V with the def2-TZVPD basis set
Ca 0.109 1.495 0.457
C 1.299 -2.492 1.986
C 2.575 -1.628 1.866
N 2.371 -0.349 1.210
C 3.256 0.703 1.671
C 2.881 1.208 3.071
S 1.100 1.368 3.349
C 0.735 -0.229 4.170
C -0.229 -1.242 3.529
N 0.045 -1.835 2.242
H 1.475 -3.226 2.783
H 1.187 -3.064 1.062
H 3.347 -2.230 1.364
H 2.965 -1.425 2.866
H 2.401 -0.387 0.199
H 3.172 1.514 0.949
H 4.313 0.390 1.699
H 3.311 2.199 3.223
H 3.283 0.571 3.861
H 0.297 0.041 5.132
H 1.701 -0.687 4.379
H -1.207 -0.770 3.467
H -0.311 -2.048 4.274
H -0.293 -1.258 1.484
C 1.292 -0.765 -2.876
C 0.268 0.099 -3.607
S -0.763 1.101 -2.512
C -2.422 0.752 -3.130
C -2.879 -0.707 -3.148
S -2.771 -1.501 -1.525
C -1.891 -3.034 -1.893
C -0.512 -2.902 -2.540
S 0.652 -1.876 -1.607
H 1.882 -1.325 -3.607
H 1.951 -0.101 -2.308
H 0.815 0.765 -4.278
H -0.391 -0.504 -4.231
H -3.054 1.342 -2.463
H -2.536 1.170 -4.133
H -3.913 -0.736 -3.498
H -2.293 -1.288 -3.860
H -1.794 -3.510 -0.914
H -2.506 -3.694 -2.511
H -0.094 -3.905 -2.653
H -0.599 -2.487 -3.543
O -2.685 3.526 -1.234
P -2.456 3.618 0.379
O -3.188 4.786 0.895
O -0.973 3.428 0.595
O -3.189 2.226 0.808
P -2.662 1.002 1.720
O -4.005 0.119 1.820
O -2.220 1.442 3.057
O -1.677 0.218 0.864
H -3.369 4.165 -1.461
H -4.070 -0.450 1.043
C 2.460 2.498 -1.599
O 1.862 1.462 -0.897
H 3.359 2.167 -2.151
H 2.797 3.328 -0.952
H 1.791 2.956 -2.348
```

The value obtained for the HOMO energy is -5.680 eV. The energy above the lowest of the compared OMol25 structures with the same formula, charge and spin is 81.7 kJ/mol. The spin multiplicity is 1. Its strongest force on any atom is 0.0164 Eh/bohr. The value obtained for the lowest unoccupied orbital energy is 2.2 eV. Its total charge is -1. As for the energy: -113714.91929 eV.


Density functional theory data (ωB97M-V with the def2-TZVPD basis set) for a cluster of 2 separate species, C4H2F2O in total.

```
9
C4H2F2O, DFT ωB97M-V with the def2-TZVPD basis set
O -1.450 -0.732 -1.342
C -1.389 -0.727 -0.187
C -1.337 -0.567 1.093
F -0.495 0.271 1.661
F -2.099 -1.303 1.881
C 1.479 0.378 -1.187
C 1.883 1.125 -0.318
H 1.118 -0.342 -1.772
H 2.289 1.897 0.170
```

The value obtained for the HOMO energy is -9.184 eV. The energy above the lowest of the compared OMol25 structures with the same formula, charge and spin is 367.4 kJ/mol. The spin multiplicity is 1. Its strongest force on any atom is 0.0978 Eh/bohr. The value obtained for the lowest unoccupied orbital energy is 0.0 eV. As for the energy: -11657.73596 eV. The SMILES is O=C=C(F)F.C#C.


Density functional theory data (ωB97M-V with the def2-TZVPD basis set) for a structure of composition C4H14N3Pt.

```
22
C4H14N3Pt, DFT ωB97M-V with the def2-TZVPD basis set
C -1.002 -0.427 -3.765
Pt -1.079 -0.470 -1.741
N -1.519 1.567 -1.513
H -0.131 -1.781 -1.901
H -2.269 -0.910 -0.712
H -1.077 -1.436 -4.170
H -0.113 0.022 -4.211
H -1.842 0.162 -4.126
H -0.701 2.086 -1.184
H -2.275 1.663 -0.828
H -1.830 1.971 -2.399
C 2.202 -1.114 2.230
N 1.139 -0.123 2.129
C 0.785 0.622 3.335
C 0.410 -0.026 1.052
N -0.207 -0.132 0.057
H 2.574 -1.139 3.249
H 3.029 -0.885 1.557
H 1.839 -2.107 1.959
H 0.915 1.709 3.210
H -0.272 0.469 3.614
H 1.425 0.278 4.156
```

Its expectation value of S² is 2.004. The value obtained for the HOMO energy (spin up / spin down) is 0.644 / -4.713 eV. The energy above the lowest of the compared OMol25 structures with the same formula, charge and spin is 0.0 kJ/mol. The spin multiplicity is 3. Its strongest force on any atom is 0.0816 Eh/bohr. The value obtained for the lowest unoccupied orbital energy (spin up / spin down) is 2.9 / 2.9 eV. Its total charge is -1. As for the energy: -12087.27091 eV.